3 unconnected molecules or ions with the total composition C13H21O8PS2. Source: the OMol25 dataset; level of theory: ωB97M-V with the def2-TZVPD basis set.

XYZ file:
```
45
Properties=species:S:1:pos:R:3:forces:R:3
S 2.09322 4.98256 -0.61944 -0.4354 0.0845 0.1021
S -2.52125 -4.79397 1.55589 -0.2869 -0.0071 -0.2443
P 3.45285 -0.98259 -1.06256 3.8810 0.2797 -0.4840
O -3.78436 -4.36226 0.87175 0.5468 -0.3007 0.2366
O 3.24786 -2.27670 0.13720 -2.2322 2.6978 -2.6459
O -2.43642 -1.24624 -0.53833 -2.8280 4.3210 -0.3341
O 3.11395 -1.76743 -2.61804 -1.1403 0.2089 4.2913
O 1.91197 1.55002 -3.04375 -4.2754 -3.7681 6.9395
O 4.88699 -0.31856 -1.02452 -5.6415 -2.6877 -0.1163
O 0.09217 2.52984 1.76096 0.8490 -6.0498 -6.2565
O 0.60642 5.18074 -0.62628 0.6935 -0.0192 0.0611
C -1.38191 -5.37682 0.27717 0.0127 -0.0263 -0.1255
C -3.59659 -1.09859 0.61780 4.4181 -1.5761 -3.5909
C -3.30310 0.04991 -0.65071 0.5882 -2.6754 2.4362
C -2.82598 -6.42158 2.28447 -0.1036 -0.0752 -0.0026
C -0.41225 1.10428 -1.83218 0.0874 0.8785 4.5092
C 2.85847 6.59500 -0.91482 -0.0174 0.1299 -0.0176
C 2.61585 4.84603 1.10716 -0.0044 0.0126 0.1169
C 1.25016 1.01894 -1.99332 1.8050 2.1675 -3.9281
C -0.91598 1.43168 -0.43928 1.4700 -0.7882 -3.3425
C 0.22133 1.62469 0.77042 -0.7546 2.9363 3.1487
C 1.50701 0.56045 0.67293 0.6790 -0.1453 -4.3365
C 2.01959 0.25435 -0.72285 -2.5991 1.3893 3.3007
C -2.51647 1.55229 -0.09883 -0.3232 -2.3621 -0.5683
H 3.94126 6.51225 -0.79587 -0.0875 -0.0688 -0.0170
H -3.54993 -6.30970 3.09509 0.1082 0.1061 -0.1393
H -2.81363 -1.18133 1.48670 -2.2432 1.1173 -0.9963
H -1.08155 -4.52396 -0.33618 -0.1482 -0.0221 0.1481
H 3.70689 4.82277 1.15735 -0.0645 -0.0053 -0.0940
H -1.87643 -6.11980 -0.35314 -0.0379 0.0857 0.0945
H 1.97334 0.08751 1.63704 -0.9666 1.1449 -2.0206
H 2.23034 -2.36624 0.17126 2.1247 -0.0230 0.2178
H 2.45896 7.33201 -0.21411 -0.0380 -0.1275 -0.0196
H -3.07290 2.41709 -0.65733 1.3571 -1.5596 1.2419
H 2.21540 3.91683 1.51944 -0.0242 0.1319 -0.1525
H 2.41903 -2.47998 -2.38617 1.5245 1.4468 -0.7363
H 2.23159 5.69228 1.68168 -0.0354 -0.0471 -0.1168
H 2.63014 6.90629 -1.93692 -0.0221 -0.1561 0.1297
H -0.49751 -5.81262 0.74763 -0.0871 0.0473 0.0403
H -2.73495 1.51318 1.05067 0.6930 0.5238 -2.3293
H -1.12903 0.91505 -2.74713 1.7528 0.6070 2.0133
H -3.23042 -7.09925 1.52884 0.0271 0.1367 -0.0007
H -4.16418 0.14621 -1.55805 2.6964 -0.5474 2.6616
H -1.89247 -6.82185 2.68667 -0.0405 0.1048 -0.0356
H -3.94746 -2.18274 0.35168 -0.8770 2.4797 0.9616
```
Positions in Å, forces in eV/Å.

## Properties
Charge: 0
HOMO level, eV: -8.8
E_tot, Ha: -2247.1574
Kohn-Sham gap, eV: 6.72
Molecular weight, g mol⁻¹: 400.41